w | Formula: C3H6N2O
Source: OMol25
Level of theory: wB97M-V/def2-TZVPD

## Properties
LUMO energy   0.35 eV
HOMO energy   -9.55 eV
HOMO-LUMO gap   9.9 eV
Molar mass   86.09 g mol⁻¹

Element x y z (Å)
C  1.547  -0.221  0.065
H  -1.977  -0.399  0.738
H  2.249  0.155  -0.693
C  -0.314  1.309  0.072
H  1.382  -1.928  -0.535
N  0.960  -1.359  0.189
H  0.549  0.244  1.537
C  -1.525  -0.244  -0.247
N  1.059  0.803  0.854
H  -2.064  0.448  -0.870
H  -1.460  -1.227  -0.775
O  -0.405  2.418  -0.335

=====

x | Formula: C3H6N2O
Source: OMol25
Level of theory: wB97M-V/def2-TZVPD

## Properties
LUMO energy   -1.10 eV
HOMO energy   -9.20 eV
HOMO-LUMO gap   8.1 eV
Molar mass   86.09 g mol⁻¹

Element x y z (Å)
N  1.331  0.429  -0.820
H  0.776  1.198  -0.456
H  -2.587  0.322  1.498
N  -1.900  -0.877  -1.433
H  0.804  0.025  -1.589
H  2.126  -0.124  1.033
C  -1.866  0.630  0.726
H  0.633  -1.009  0.659
C  -1.870  -0.208  -0.489
H  2.139  -1.394  -0.191
C  1.547  -0.569  0.217
O  -1.134  1.577  0.847

=====

The structure with the most favorable energy is x; the runner-up is 0.0682 hartree above it.

=====

w | Formula: C3H6N2O
Source: OMol25
Level of theory: wB97M-V/def2-TZVPD

## Properties
LUMO energy   1.12 eV
HOMO energy   -9.17 eV
HOMO-LUMO gap   10.3 eV
Molar mass   86.09 g mol⁻¹

Element x y z (Å)
C  0.546  0.158  -1.348
N  -2.463  1.521  -1.264
N  -1.544  1.796  -0.733
C  0.122  0.464  -0.135
O  -3.368  1.117  -1.832
H  1.452  0.623  -1.881
H  0.176  -0.605  -2.057
H  -1.258  -1.110  -0.005
H  -0.103  -0.878  1.446
C  -0.769  -0.400  0.690
H  0.695  1.258  0.549
H  -1.616  0.049  1.312

=====

x | Formula: C3H6N2O
Source: OMol25
Level of theory: wB97M-V/def2-TZVPD

## Properties
LUMO energy   -0.42 eV
HOMO energy   -9.71 eV
HOMO-LUMO gap   9.3 eV
Molar mass   86.09 g mol⁻¹

Element x y z (Å)
C  1.701  -0.468  -0.527
H  -0.751  1.150  1.082
H  -0.431  -0.395  -1.749
H  0.996  1.474  0.796
O  -1.899  0.217  -0.476
H  -1.136  -1.664  -0.563
N  2.491  -0.489  -1.374
C  0.728  -0.430  0.539
H  0.519  -1.372  1.039
H  -1.401  1.106  0.477
C  -1.042  -0.613  -0.864
N  0.530  0.679  1.241

=====

The structure with the most favorable energy is w; the runner-up is 0.0332 hartree above it.

=====

w | Formula: C3H6N2O
Source: OMol25
Level of theory: wB97M-V/def2-TZVPD

## Properties
LUMO energy   0.88 eV
HOMO energy   -9.95 eV
HOMO-LUMO gap   10.8 eV
Molar mass   86.09 g mol⁻¹

Element x y z (Å)
H  3.318  -1.224  -0.349
H  -2.147  1.578  -0.475
N  2.324  -1.434  -0.415
C  -1.943  0.570  -0.108
H  2.029  0.469  0.472
H  -0.149  -1.286  -0.471
N  0.262  -0.494  0.005
H  -2.643  0.367  0.707
C  1.650  -0.464  0.050
O  -0.067  1.480  1.083
C  -0.517  0.578  0.404
H  -2.117  -0.147  -0.917

=====

x | Formula: C3H6N2O
Source: OMol25
Level of theory: wB97M-V/def2-TZVPD

## Properties
LUMO energy   0.84 eV
HOMO energy   -9.38 eV
HOMO-LUMO gap   10.2 eV
Molar mass   86.09 g mol⁻¹

Element x y z (Å)
H  1.069  2.018  -0.213
N  0.184  -1.374  0.204
C  1.247  1.021  0.268
O  -1.863  1.157  0.026
N  -1.373  -1.129  0.094
C  -1.104  0.239  -0.043
C  0.283  0.025  -0.386
H  0.360  -2.116  -0.471
H  0.313  0.009  -1.553
H  0.729  0.991  1.349
H  2.275  0.866  0.265
H  -2.121  -1.707  0.462

=====

The structure with the most favorable energy is w; the runner-up is 0.0990 hartree above it.

=====

w | Formula: C3H6N2O
Source: OMol25
Level of theory: wB97M-V/def2-TZVPD

## Properties
LUMO energy   0.95 eV
HOMO energy   -9.16 eV
HOMO-LUMO gap   10.1 eV
Molar mass   86.09 g mol⁻¹

Element x y z (Å)
H  1.181  -1.383  0.624
C  0.125  0.120  -0.325
H  -2.137  -0.372  0.529
N  -0.889  -0.606  -0.450
H  2.235  1.377  0.480
C  2.313  0.310  0.760
H  -2.948  -0.813  -0.979
O  3.247  -0.155  1.375
C  -2.228  -0.100  -0.569
H  0.238  1.134  -0.722
H  -2.373  0.899  -1.061
N  1.236  -0.411  0.339

=====

x | Formula: C3H6N2O
Source: OMol25
Level of theory: wB97M-V/def2-TZVPD

## Properties
LUMO energy (spin up / spin down)   -1.40 / -1.06 eV
HOMO energy (spin up / spin down)   -8.42 / -9.41 eV
HOMO-LUMO gap (spin up / spin down)   7.0 / 8.3 eV
Molar mass   86.09 g mol⁻¹

Element x y z (Å)
H  -0.496  1.119  0.839
H  0.531  2.023  -0.760
N  -0.260  -2.801  0.852
C  0.001  0.118  -1.199
H  -0.916  -0.379  -1.533
C  0.105  -1.747  0.537
C  0.564  -0.485  0.025
N  -0.257  1.401  -0.580
H  1.554  -0.176  0.337
H  0.722  0.124  -2.026
H  -1.200  0.057  1.905
O  -0.345  0.455  1.673

=====

The structure with the most favorable energy is w; the runner-up is 0.1058 hartree above it.

=====

w | Formula: C9H14
Source: OMol25
Level of theory: wB97M-V/def2-TZVPD

## Properties
Spin multiplicity   2
Net charge   -1
LUMO energy (spin up / spin down)   3.63 / 3.49 eV
HOMO energy (spin up / spin down)   1.06 / -3.32 eV
HOMO-LUMO gap (spin up / spin down)   2.6 / 6.8 eV
<S²>   0.76
Molar mass   122.21 g mol⁻¹

Element x y z (Å)
H  3.517  1.164  -0.222
H  -3.160  0.923  -0.137
H  2.751  0.794  -2.540
C  3.765  1.106  -2.321
C  0.206  -0.550  1.073
H  -0.920  -2.029  2.045
H  -3.674  -1.832  1.911
C  -0.934  1.050  -0.372
C  4.097  0.561  -0.905
H  3.900  2.184  -2.333
H  -4.357  -0.937  0.496
H  3.981  -0.516  -0.878
H  -3.453  -2.290  0.198
C  -3.476  -1.447  0.910
H  -0.919  1.817  -1.149
C  -2.211  -0.685  0.840
H  4.439  0.605  -3.027
C  0.225  0.537  0.176
H  5.159  0.522  -0.605
C  -1.043  -1.175  1.378
H  1.167  -0.971  1.354
H  1.120  0.969  -0.245
C  -2.170  0.521  0.033

=====

x | Formula: C9H14
Source: OMol25
Level of theory: wB97M-V/def2-TZVPD

## Properties
Spin multiplicity   2
Net charge   -1
LUMO energy (spin up / spin down)   3.81 / 3.70 eV
HOMO energy (spin up / spin down)   1.14 / -4.47 eV
HOMO-LUMO gap (spin up / spin down)   2.7 / 8.2 eV
<S²>   0.75
Molar mass   122.21 g mol⁻¹

Element x y z (Å)
H  0.322  -0.209  -2.885
H  1.588  2.909  -0.201
C  1.530  -0.848  -1.164
C  -4.053  0.729  2.695
H  1.485  -2.971  -0.676
C  1.615  -2.299  -1.533
H  -3.067  0.968  3.077
C  1.500  1.855  -0.462
H  0.890  -2.555  -2.310
H  -4.607  -1.051  1.500
C  0.992  1.441  -1.659
H  -4.669  -1.243  3.313
H  0.602  2.185  -2.346
H  2.590  -2.545  -1.957
H  -4.060  1.373  1.797
H  2.424  1.253  1.375
H  -4.855  1.150  3.309
C  1.933  0.888  0.481
H  2.364  -1.223  0.734
C  2.007  -0.449  0.062
H  -3.155  -1.226  2.520
C  0.862  0.070  -1.990
C  -4.156  -0.792  2.454

=====

The structure with the most favorable energy is x; the runner-up is 0.0151 hartree above it.

=====

w | Formula: C2H5N3S2
Source: OMol25
Level of theory: wB97M-V/def2-TZVPD

## Properties
LUMO energy   0.09 eV
HOMO energy   -8.82 eV
HOMO-LUMO gap   8.9 eV
Molar mass   135.22 g mol⁻¹

Element x y z (Å)
N  -0.933  -0.050  -1.330
H  -1.011  -0.452  -3.504
N  -0.199  -0.697  2.459
N  1.064  0.373  0.461
H  -2.356  -1.280  -2.489
H  0.551  -0.501  3.082
C  0.016  -0.198  1.258
S  2.652  0.718  1.056
H  0.730  1.225  -0.436
C  -1.466  -0.692  -2.489
S  -1.524  -0.426  0.271
H  2.476  1.980  1.659

=====

x | Formula: C2H5N3S2
Source: OMol25
Level of theory: wB97M-V/def2-TZVPD

## Properties
LUMO energy   -0.38 eV
HOMO energy   -7.61 eV
HOMO-LUMO gap   7.2 eV
Molar mass   135.22 g mol⁻¹

Element x y z (Å)
N  2.563  0.871  0.074
S  -1.592  1.671  -0.100
S  -3.281  -0.787  0.019
C  -0.685  -0.785  0.172
H  -3.549  -0.223  -1.162
C  0.651  -0.374  0.212
H  1.240  -1.198  0.532
N  1.233  0.704  -0.135
H  2.716  1.919  -0.023
H  -0.874  -1.920  0.199
N  -1.695  0.011  0.011
H  3.272  0.111  0.203

=====

The structure with the most favorable energy is x; the runner-up is 0.0065 hartree above it.